[1]
Here is the ion C4H6FN2 with charge +1 from the Open Molecules 2025 dataset. Energies are from ωB97M-V/def2-TZVPD.

ORCA input file:
```
! RIJCOSX wB97M-V def2-TZVPD def2/J DEFGRID3
* xyz 1 1
C 0.124 0.843 0.475
C 1.564 0.704 0.187
C -0.909 1.188 -0.585
C -1.356 -1.284 0.007
N -0.889 0.004 -0.219
N 2.090 -0.431 -0.033
F 3.369 -0.393 -0.096
H -0.204 0.984 1.527
H 2.133 1.535 -0.088
H -1.424 1.856 -1.319
H -1.404 -1.453 1.022
H -2.459 -1.509 -0.472
H -0.633 -2.044 -0.404
*
```

LUMO level, eV: -5.33
E_HOMO, eV: -15.14
SMILES string: C[N+]1=C[C@@H]1/C=N/F
Energy above the lowest of the compared OMol25 structures with the same formula, charge and spin, kJ/mol: 540.3

---

[2]
Here is a structure of composition C26H20MoN5O4S4Sb from the Open Molecules 2025 dataset. Energies are from ωB97M-V/def2-TZVPD.

ORCA input file:
```
! RIJCOSX wB97M-V def2-TZVPD def2/J DEFGRID3
* xyz -2 1
Mo 0.028 0.031 -0.185
O 1.512 3.653 -1.917
C 1.230 2.487 -1.594
N 0.098 1.991 -1.120
C -0.968 2.945 -0.897
C -1.448 2.795 0.507
C -2.082 3.834 1.177
C -2.460 3.654 2.492
C -2.185 2.442 3.102
C -1.574 1.450 2.361
N -1.221 1.614 1.083
C 2.248 1.404 -1.794
C 3.481 1.670 -2.367
C 4.347 0.616 -2.578
C 3.942 -0.664 -2.224
C 2.696 -0.848 -1.653
N 1.864 0.177 -1.428
H -0.612 3.959 -1.080
H -1.805 2.715 -1.564
H -2.260 4.765 0.656
H -2.959 4.448 3.035
H -2.458 2.243 4.128
H -1.388 0.468 2.769
H 3.700 2.696 -2.629
H 5.322 0.786 -3.018
H 4.578 -1.525 -2.382
H 2.339 -1.825 -1.373
O 3.804 -0.235 4.092
C 3.674 1.080 3.843
C 4.380 1.966 4.662
C 4.286 3.330 4.459
C 3.494 3.846 3.439
C 2.794 2.970 2.626
C 2.867 1.593 2.813
C 2.079 0.710 1.897
O 1.356 1.265 1.015
N 2.194 -0.582 2.044
N 1.396 -1.238 1.086
C 1.559 -2.516 1.105
C 0.918 -3.446 0.209
C 1.050 -4.824 0.430
C 0.422 -5.732 -0.390
C -0.362 -5.252 -1.453
C -0.490 -3.908 -1.702
C 0.172 -2.971 -0.878
O 0.098 -1.707 -1.190
H 3.237 -0.714 3.427
H 4.993 1.550 5.451
H 4.837 4.001 5.108
H 3.422 4.914 3.279
H 2.166 3.333 1.822
H 2.232 -2.919 1.860
H 1.640 -5.163 1.276
H 0.505 -6.795 -0.204
H -0.902 -5.954 -2.078
H -1.133 -3.520 -2.480
S -4.875 0.488 0.850
Sb -3.449 -0.964 -0.201
S -1.558 -1.388 1.195
S -2.029 0.164 -1.717
S -4.312 -2.889 -1.069
*
```

LUMO level, eV: 4.28
E_HOMO, eV: -1.65
Energy above the lowest of the compared OMol25 structures with the same formula, charge and spin, kJ/mol: 0.0